Record 1
Here is the molecule C2H3F2NS from the Open Molecules 2025 dataset. Energies are from the ωB97M-V functional and the def2-TZVPD basis.

As for the HOMO-LUMO gap: 10.2 eV. The largest force on an atom is 1.661 eV/Å. Its LUMO energy is 0.0229 Eh. As for the energy above the lowest of the compared OMol25 structures with the same formula, charge and spin: 24.8 kcal/mol. The value obtained for the total energy is -19881.7930 eV.

The geometry in ORCA input format:
```
! RIJCOSX wB97M-V def2-TZVPD def2/J DEFGRID3
* xyz 0 1
C 0.0499 0.1393 -0.3840
C -1.2636 0.4698 0.2291
H 2.8076 -1.3857 0.8103
H 0.1910 0.6093 -1.3335
H -1.3812 -0.1287 1.1691
N 0.8494 -0.5850 0.2800
F -2.2181 0.1383 -0.7605
F -1.3999 1.7937 0.3660
S 2.3649 -1.0508 -0.3765
*
```

Here are the Mulliken charges for atoms 1 to 4, given in e: number 1, C, carries -0.03; number 2, C, carries 0.33; number 3, H, carries 0.16; number 4, H, carries 0.36



Record 2
Here is C23H30MoN3O5S2Si as an isolated structure from the Open Molecules 2025 dataset. Energies are from the ωB97M-V functional and the def2-TZVPD basis.

As for the HOMO-LUMO gap: 6.9 eV. The largest force on an atom is 0.588 eV/Å. Its LUMO energy is -0.3544 Eh. As for the energy above the lowest of the compared OMol25 structures with the same formula, charge and spin: 2.4 kcal/mol. The value obtained for the total energy is -70425.1187 eV.

The geometry in ORCA input format:
```
! RIJCOSX wB97M-V def2-TZVPD def2/J DEFGRID3
* xyz 3 1
Mo -0.2955 -1.7173 -0.1882
N 0.1814 -3.4859 -1.5008
C 1.6141 -3.8683 -1.2816
C 2.5855 -2.8274 -1.8169
C 2.6318 -1.4995 -1.1145
O 3.5053 -0.7337 -1.0026
O 1.3312 -1.1189 -0.5558
H -0.3886 -4.2845 -1.2212
H 0.0098 -3.3588 -2.4975
H 1.8140 -4.8130 -1.7863
H 1.7520 -4.0297 -0.2131
H 2.3894 -2.6093 -2.8730
H 3.6008 -3.2230 -1.7764
N 7.2075 4.7004 4.3077
C 6.8105 4.1187 2.9651
C 5.4402 3.4212 3.0438
N 4.7346 3.3275 1.7853
H 8.1192 5.1622 4.2621
H 7.2692 3.9752 5.0266
H 6.5258 5.3918 4.6284
H 7.6111 3.4357 2.6877
H 6.7955 4.9462 2.2585
H 4.8068 3.9536 3.7612
H 5.5715 2.4121 3.4372
H 5.2135 2.7482 1.1086
H 4.5527 4.2327 1.3715
C -3.1656 4.3208 -0.1620
C -2.7478 3.8208 -1.3894
C -2.4893 2.4693 -1.5312
C -2.6543 1.6054 -0.4376
C -3.0876 2.1212 0.7961
C -3.3331 3.4756 0.9290
Si -2.5032 -0.1847 -0.6153
C -3.6776 -1.3943 0.0513
C -4.8415 -1.0254 0.7305
C -5.5837 -1.9848 1.4044
C -5.1573 -3.3059 1.4353
C -3.9961 -3.6922 0.7727
C -3.2805 -2.7423 0.0711
C -1.5245 -0.9222 -2.0580
C -0.5677 -0.0431 -2.6339
C -0.3172 -0.0669 -3.9927
C -1.0401 -0.9299 -4.8124
C -2.0150 -1.7756 -4.2824
C -2.2529 -1.7822 -2.9238
H -3.3728 5.3775 -0.0572
H -2.6374 4.4843 -2.2361
H -2.1891 2.0886 -2.4999
H -3.2310 1.4680 1.6492
H -3.6648 3.8731 1.8783
H -5.1702 0.0065 0.7336
H -6.4935 -1.7003 1.9151
H -5.7362 -4.0452 1.9722
H -3.6744 -4.7243 0.7959
H -2.4182 -3.0885 -0.5126
H -0.0423 0.6700 -2.0075
H 0.4107 0.6086 -4.4219
H -0.8602 -0.9278 -5.8802
H -2.5925 -2.4149 -4.9369
H -3.0245 -2.4281 -2.5253
O 0.7483 -2.3862 3.3447
S -0.4695 -2.4353 2.6258
O -1.6559 -3.0160 3.1320
O -0.1606 -3.0584 1.1544
S -0.9203 -0.5713 1.7086
*
```

Here are the Mulliken charges for atoms 1 to 4, given in e: number 1, Mo, carries 0.31; number 2, N, carries -0.36; number 3, C, carries -0.66; number 4, C, carries -0.44



Record 3
Here is a 3-piece molecular cluster, C13H27ClN2O10S4 overall from the Open Molecules 2025 dataset. Energies are from the ωB97M-V functional and the def2-TZVPD basis.

As for the HOMO-LUMO gap: 10.0 eV. The largest force on an atom is 0.366 eV/Å. Its LUMO energy is 0.0193 Eh. The value obtained for the total energy is -93235.1073 eV.

The geometry in ORCA input format:
```
! RIJCOSX wB97M-V def2-TZVPD def2/J DEFGRID3
* xyz 0 1
C 0.9709 8.3447 4.3792
C 2.1673 8.2242 3.4520
Cl 3.6849 8.0752 4.3923
C 2.0683 7.0663 2.4777
O 1.7125 5.8612 3.1671
S 2.7436 4.6215 3.0409
O 3.1387 4.2221 4.3704
O 1.5523 3.6290 2.5662
C 2.0088 2.2964 2.2670
C 2.0440 1.4114 3.5115
S 1.7688 -0.3224 3.0852
C 3.4250 -0.8203 2.9256
N 4.0042 -1.3516 1.9104
N 5.3154 -1.6261 2.2897
C 5.4073 -1.2386 3.5040
O 4.2713 -0.7111 3.9888
H 1.1998 9.0224 5.1999
H 0.7103 7.3770 4.8032
H 0.1166 8.7492 3.8334
H 2.2708 9.1321 2.8568
H 3.0137 6.9453 1.9462
H 1.2873 7.2790 1.7444
H 3.0016 2.3471 1.8067
H 1.3165 1.8999 1.5275
H 1.2703 1.7225 4.2115
H 2.9915 1.4995 4.0384
H 6.2677 -1.2620 4.1510
O 0.6289 -2.8495 -0.3801
S 0.7789 -1.5260 -0.9055
O 0.1352 -0.4366 -0.2328
O 0.3518 -1.5321 -2.4340
C -0.9226 -2.1406 -2.7709
C -2.1028 -1.2544 -2.4388
C 2.4761 -1.1507 -1.1435
H -0.9941 -3.1101 -2.2797
H -0.8588 -2.3190 -3.8413
H -2.2172 -1.1262 -1.3635
H -3.0099 -1.7122 -2.8340
H -1.9785 -0.2669 -2.8842
H 2.9387 -1.9703 -1.6858
H 2.9237 -1.0553 -0.1546
H 2.5468 -0.2192 -1.6988
O -2.9218 -4.3225 -3.9794
S -4.1906 -4.4737 -4.6282
O -5.2194 -3.5170 -4.3617
O -4.7277 -5.9379 -4.3532
C -4.7278 -6.4012 -2.9776
C -5.8632 -5.8175 -2.1657
C -3.9700 -4.6279 -6.3644
H -3.7553 -6.1811 -2.5368
H -4.8221 -7.4808 -3.0686
H -5.7421 -4.7457 -2.0193
H -5.8880 -6.2993 -1.1880
H -6.8170 -5.9857 -2.6649
H -3.2036 -5.3730 -6.5563
H -3.6576 -3.6506 -6.7252
H -4.9194 -4.9110 -6.8101
*
```

Here are the Mulliken charges for atoms 1 to 4, given in e: number 1, C, carries -1.26; number 2, C, carries 0.39; number 3, Cl, carries -0.21; number 4, C, carries -0.91



Record 4
Here is C24H42FeN6 as an isolated structure from the Open Molecules 2025 dataset. Energies are from the ωB97M-V functional and the def2-TZVPD basis.

As for the HOMO-LUMO gap (spin up / spin down): 6.7 / 1.6 eV. The largest force on an atom is 5.395 eV/Å. Its LUMO energy (spin up / spin down) is -0.3369 / -0.5259 Eh. As for the energy above the lowest of the compared OMol25 structures with the same formula, charge and spin: 334.7 kcal/mol. The value obtained for the total energy is -68857.9151 eV.

The geometry in ORCA input format:
```
! RIJCOSX wB97M-V def2-TZVPD def2/J DEFGRID3
* xyz 3 6
Fe -0.1214 -0.1770 0.1486
C -3.9525 7.8367 -5.0304
C -3.6759 6.7386 -3.9663
C -2.4932 5.8798 -4.4058
C -2.2538 4.7331 -3.5281
N -2.0249 3.8560 -2.8082
H -3.1372 8.5507 -4.9144
H -4.9058 8.3070 -4.7893
H -4.0682 7.3725 -6.0098
H -4.5313 6.0780 -3.8245
H -3.5442 7.1257 -2.9559
H -1.6190 6.5009 -4.6010
H -2.6815 5.5103 -5.4138
C -7.8072 -3.9259 -0.2670
C -7.2146 -4.4306 -1.6193
C -6.4210 -3.3916 -2.3805
C -5.2152 -2.9385 -1.7171
N -4.2309 -2.6100 -1.1848
H -7.9706 -4.7217 0.4597
H -8.7395 -3.3616 -0.2886
H -7.1273 -3.2780 0.2862
H -8.0266 -4.8192 -2.2338
H -6.5835 -5.3024 -1.4467
H -7.0081 -2.4859 -2.5324
H -6.2367 -3.7799 -3.3822
C 3.6847 -7.8574 1.2853
C 2.3241 -7.9574 2.0490
C 2.0410 -6.8680 3.1025
C 1.7467 -5.4889 2.5262
N 1.5520 -4.4256 2.0490
H 3.8667 -8.7072 0.6275
H 4.5638 -7.5786 1.8664
H 3.5202 -7.0577 0.5632
H 2.2002 -8.9195 2.5462
H 1.5456 -7.8559 1.2929
H 2.9397 -6.8650 3.7193
H 1.2117 -7.2069 3.7234
C -5.9795 1.4098 6.3582
C -5.3336 2.7806 6.3034
C -3.7831 2.7268 6.0002
C -3.3729 1.9987 4.8160
N -3.0447 1.4448 3.8786
H -5.7186 0.8110 7.2307
H -5.8039 0.8224 5.4570
H -7.0553 1.5572 6.4535
H -5.4274 3.3257 7.2427
H -5.8045 3.3467 5.4997
H -3.2011 2.3584 6.8450
H -3.4875 3.7640 5.8424
C 7.1562 4.7386 0.4188
C 6.2829 5.3000 1.4868
C 5.7067 4.2904 2.4156
C 4.5939 3.5579 1.8965
N 3.7521 2.8856 1.4566
H 6.5848 4.0122 -0.1591
H 8.0024 4.1536 0.7791
H 7.5032 5.5269 -0.2492
H 5.4162 5.8200 1.0787
H 6.8420 6.0645 2.0263
H 5.2473 4.8640 3.2206
H 6.4389 3.5509 2.7401
C 7.4083 -1.4214 -3.6697
C 6.8073 -2.8597 -3.7718
C 5.3668 -2.8359 -4.3712
C 4.3186 -2.2811 -3.5263
N 3.5497 -1.8263 -2.7690
H 6.7541 -0.8202 -3.0384
H 7.5795 -0.9826 -4.6527
H 8.4249 -1.4687 -3.2792
H 6.7554 -3.1039 -2.7108
H 7.3850 -3.5669 -4.3670
H 5.1209 -3.8970 -4.4124
H 5.4089 -2.5260 -5.4153
*
```

Here are the Mulliken charges for atoms 1 to 4, given in e: number 1, Fe, carries 0.99; number 2, C, carries -1.14; number 3, C, carries -0.46; number 4, C, carries -0.44